Entry 1:
The following is a DFT calculation (ωB97M-V/def2-TZVPD) of the molecule C11H16 in a non-equilibrium geometry.

Properties
* energy relative to the best compared isomer or geometry (same formula, charge and spin): 435.31 kJ/mol
* HOMO energy (spin up / spin down): -0.2865 / -0.2866 Ha

Last column: Löwdin charge in e.
Positions of all 27 atoms, in Å:
C: -0.289 1.018 -0.996  -0.0056
C: -0.946 0.885 0.377  -0.1098
C: -2.050 1.526 1.346  0.0939
C: -0.367 -0.331 0.796  -0.1959
C: 0.675 0.110 -1.323  -0.2669
C: 0.647 -0.865 -0.124  -0.5029
C: -2.783 2.800 1.050  -0.1829
C: -0.743 -0.998 2.124  -0.0163
C: 1.772 0.135 -2.357  -0.0653
C: 0.231 -2.166 -0.761  -0.0179
C: 2.099 -0.790 0.456  -0.0140
H: -0.478 1.879 -1.529  0.0714
H: -3.612 2.457 0.572  0.0312
H: -2.389 3.651 0.476  0.0661
H: -3.154 3.311 2.021  0.0927
H: -1.378 -0.308 2.532  -0.0030
H: 0.224 -1.222 2.601  0.0836
H: -1.254 -1.958 1.816  0.1085
H: 1.248 0.284 -3.367  0.1035
H: 2.313 -0.858 -2.463  0.0798
H: 2.518 0.940 -2.062  0.1023
H: -0.731 -2.122 -0.998  0.0451
H: 0.371 -3.062 -0.166  0.0936
H: 0.767 -2.261 -1.734  0.0989
H: 2.789 -1.154 -0.356  0.0808
H: 2.283 -1.306 1.435  0.0795
H: 2.241 0.406 0.635  0.1497


Entry 2:
The following is a DFT calculation (ωB97M-V/def2-TZVPD) of a structure of composition C38H33CsFN7O5.

Properties
* charge: -2
* energy relative to the best compared isomer or geometry (same formula, charge and spin): 18.11 kJ/mol
* HOMO energy: -0.0388 Ha

Last column: Löwdin charge in e.
Positions of all 85 atoms, in Å:
Cs: 0.088 -0.665 0.861  1.1375
O: -2.408 -1.991 0.883  -0.2646
C: -2.725 -1.646 2.068  -0.6276
N: -2.604 -0.440 2.528  0.0776
C: -2.866 -0.100 3.856  -0.2503
C: -4.133 -0.308 4.405  -0.0750
C: -4.445 0.053 5.709  -0.1514
C: -3.465 0.658 6.480  -0.1478
C: -2.207 0.909 5.946  -0.0387
C: -1.866 0.563 4.624  -0.2063
N: -0.656 0.853 3.992  0.1025
C: 0.348 1.380 4.657  -0.5042
O: 0.519 1.595 5.884  -0.0784
C: 1.560 1.770 3.788  -0.1829
C: 2.655 2.348 4.440  -0.0264
C: 3.762 2.728 3.709  -0.0946
C: 3.764 2.523 2.336  -0.0940
C: 2.642 1.942 1.771  -0.1772
N: 1.567 1.580 2.469  0.0450
C: -3.236 -2.819 2.890  -0.2026
C: -4.344 -3.530 2.413  -0.0280
C: -4.810 -4.611 3.129  -0.0988
C: -4.142 -4.981 4.292  -0.1051
C: -3.035 -4.240 4.665  -0.1556
N: -2.587 -3.180 3.994  0.1443
H: -4.885 -0.768 3.772  0.0972
H: -5.437 -0.138 6.107  0.0725
H: -3.676 0.947 7.506  0.0740
H: -1.447 1.383 6.546  0.0751
H: 2.587 2.470 5.511  0.0980
H: 4.620 3.174 4.202  0.0896
H: 4.613 2.792 1.719  0.0858
H: 2.596 1.752 0.703  0.0737
H: -4.800 -3.214 1.484  0.1105
H: -5.677 -5.168 2.790  0.0901
H: -4.467 -5.825 4.889  0.0816
H: -2.473 -4.505 5.556  0.0956
C: -1.978 0.460 -6.447  -0.0323
C: -2.528 0.087 -5.073  -0.3210
C: -3.862 0.751 -4.755  -0.1382
C: -3.694 2.260 -4.634  -0.1418
C: -2.584 2.590 -3.670  -0.1381
C: -2.551 3.805 -3.020  0.0348
C: -1.536 4.084 -2.113  -0.2586
F: -1.546 5.296 -1.506  0.0448
C: -0.559 3.177 -1.818  0.0781
C: -0.566 1.939 -2.468  -0.0339
C: 0.496 0.955 -2.122  -0.3689
O: 1.344 1.256 -1.284  -0.0526
C: 0.422 -0.297 -2.840  -0.0374
C: -0.569 -0.471 -3.745  0.0213
N: -1.562 0.415 -4.025  -0.0030
C: -1.572 1.646 -3.397  -0.0813
C: 1.375 -1.491 -2.661  -0.7052
O: 1.783 -2.002 -3.730  -0.0537
O: 1.618 -1.827 -1.491  -0.1199
H: -2.695 0.201 -7.229  0.0793
H: -1.048 -0.077 -6.636  0.0828
H: -1.764 1.528 -6.508  0.0792
H: -2.662 -0.995 -5.031  0.1451
H: -4.233 0.349 -3.810  0.1312
H: -4.585 0.501 -5.533  0.1143
H: -4.622 2.719 -4.289  0.1161
H: -3.479 2.692 -5.617  0.1114
H: -3.324 4.543 -3.196  0.1239
H: 0.210 3.377 -1.084  0.1372
H: -0.597 -1.393 -4.314  0.1430
N: 3.985 -1.348 1.737  0.1579
C: 4.290 -1.407 0.621  -0.3067
N: 4.657 -1.479 -0.647  -0.0875
C: 5.805 -2.317 -0.984  -0.1560
C: 6.191 -2.062 -2.431  -0.1910
C: 6.522 -0.585 -2.660  -0.1935
C: 5.425 0.342 -2.090  -0.1548
C: 4.220 -0.454 -1.601  -0.1476
H: 5.543 -3.367 -0.832  0.1208
H: 6.651 -2.084 -0.322  0.1201
H: 5.364 -2.369 -3.074  0.1183
H: 7.048 -2.689 -2.686  0.1056
H: 6.657 -0.409 -3.730  0.0980
H: 7.483 -0.363 -2.185  0.0989
H: 5.085 1.051 -2.847  0.1074
H: 5.820 0.929 -1.257  0.1065
H: 3.702 -0.939 -2.430  0.1009
H: 3.483 0.179 -1.112  0.1049


Entry 3:
The following is a DFT calculation (ωB97M-V/def2-TZVPD) of a structure of composition C19H23GeMnN6O6S.

Properties
* charge: -1
* HOMO energy (spin up / spin down): -0.2087 / -0.2056 Ha
* 2S+1: 2

Last column: Mulliken spin population.
Positions of all 57 atoms, in Å:
Mn: -2.022 -0.807 -1.002  1.0678
O: -2.816 -1.340 -2.851  0.0027
N: -3.565 -2.225 -2.399  -0.0458
O: -3.448 -2.324 -1.134  0.0290
O: 8.331 -1.648 -0.394  0.0000
S: 7.177 -0.928 0.103  0.0000
O: 6.290 -1.701 0.951  0.0000
O: 7.438 0.425 0.567  0.0000
C: 6.187 -0.602 -1.397  -0.0005
N: 6.833 -0.174 -2.488  0.0011
C: 6.085 0.088 -3.547  -0.0003
C: 4.704 -0.051 -3.554  0.0014
C: 4.132 -0.486 -2.373  -0.0019
N: 4.873 -0.767 -1.305  0.0009
C: 2.672 -0.667 -2.180  0.0059
C: 2.226 -1.483 -1.144  -0.0024
C: 0.874 -1.579 -0.903  0.0259
N: -0.050 -0.913 -1.610  -0.0346
C: 0.374 -0.165 -2.633  0.0260
C: 1.712 -0.021 -2.950  -0.0077
H: 6.609 0.427 -4.436  0.0000
H: 4.126 0.158 -4.443  0.0004
H: 2.950 -1.993 -0.522  -0.0001
H: 0.501 -2.191 -0.092  -0.0027
H: -0.400 0.356 -3.181  0.0031
H: 1.993 0.633 -3.764  -0.0006
C: -5.305 0.500 -0.244  -0.0025
Ge: -3.843 1.816 -0.203  0.0036
C: -4.581 3.512 -0.881  0.0017
C: -3.395 2.124 1.692  0.0034
C: -2.307 1.202 -1.223  -0.0556
H: -6.165 0.864 0.323  -0.0009
H: -4.992 -0.456 0.179  0.0018
H: -5.622 0.314 -1.271  -0.0006
H: -5.447 3.827 -0.295  0.0002
H: -4.890 3.401 -1.921  0.0001
H: -3.827 4.300 -0.834  0.0003
H: -4.230 2.616 2.196  -0.0001
H: -2.517 2.768 1.786  -0.0003
H: -3.192 1.190 2.219  -0.0006
H: -1.447 1.805 -0.897  0.0009
H: -2.486 1.458 -2.275  -0.0004
N: 0.905 -0.527 5.381  0.0004
C: -0.382 -0.862 5.098  -0.0002
O: -1.182 -1.198 5.947  0.0013
C: -0.771 -0.777 3.648  0.0060
C: -0.154 0.072 2.742  -0.0016
C: -0.567 0.060 1.424  0.0259
N: -1.530 -0.752 0.976  -0.0577
C: -2.144 -1.553 1.857  0.0263
C: -1.803 -1.587 3.195  -0.0132
H: 1.211 -0.677 6.328  0.0000
H: 1.607 -0.506 4.662  0.0001
H: 0.629 0.756 3.041  -0.0006
H: -0.116 0.709 0.687  0.0001
H: -2.926 -2.185 1.452  -0.0044
H: -2.317 -2.237 3.889  -0.0005


Entry 4:
The following is a DFT calculation (ωB97M-V/def2-TZVPD) of a cluster of 3 separate species, C13H33P in total.

Properties
* structure (SMILES): CCCCCC.CCCCCC.CP
* HOMO energy: -0.3377 Ha

Last column: Löwdin charge in e.
Positions of all 47 atoms, in Å:
C: 2.158 1.865 -0.806  -0.1089
C: 0.872 1.204 -0.317  -0.2672
C: -0.016 0.685 -1.446  -0.2273
C: -0.521 1.759 -2.411  -0.2310
C: -1.305 2.894 -1.754  -0.2684
C: -2.579 2.429 -1.055  -0.1073
H: 1.953 2.747 -1.413  0.0645
H: 2.774 2.183 0.036  0.0691
H: 2.747 1.170 -1.408  0.0749
H: 0.314 1.907 0.309  0.0995
H: 1.132 0.362 0.331  0.0873
H: -0.868 0.154 -1.011  0.1013
H: 0.541 -0.062 -2.020  0.1098
H: -1.156 1.278 -3.162  0.1016
H: 0.324 2.183 -2.960  0.1022
H: -1.571 3.621 -2.527  0.0905
H: -0.670 3.429 -1.043  0.0989
H: -3.243 1.921 -1.757  0.0729
H: -3.122 3.276 -0.635  0.0693
H: -2.363 1.741 -0.237  0.0649
C: 3.204 -1.562 2.255  -0.1102
C: 2.873 -3.046 2.382  -0.2680
C: 1.411 -3.368 2.077  -0.2296
C: 0.397 -2.692 3.001  -0.2314
C: 0.583 -2.990 4.487  -0.2708
C: 0.444 -4.469 4.834  -0.1120
H: 2.639 -0.960 2.968  0.0663
H: 4.263 -1.383 2.440  0.0696
H: 2.973 -1.200 1.250  0.0631
H: 3.135 -3.395 3.385  0.0979
H: 3.502 -3.612 1.690  0.1041
H: 1.272 -4.452 2.111  0.1006
H: 1.191 -3.071 1.046  0.1070
H: -0.608 -3.005 2.700  0.1091
H: 0.430 -1.609 2.849  0.0970
H: -0.162 -2.422 5.050  0.1037
H: 1.558 -2.625 4.824  0.0975
H: -0.535 -4.847 4.534  0.0744
H: 0.549 -4.627 5.908  0.0683
H: 1.205 -5.074 4.338  0.0643
C: -2.934 3.402 -5.603  -0.4407
P: -4.708 3.335 -6.131  0.6954
H: -2.826 4.108 -4.788  0.0057
H: -2.575 2.447 -5.233  0.0091
H: -2.318 3.687 -6.446  0.0083
H: -5.170 2.292 -5.305  -0.1390
H: -5.198 4.391 -5.338  -0.1363